{
  "formula": "C30H37AsF6Ge2NNiSe",
  "method": "ωB97M-V with the def2-TZVPD basis set",
  "total_energy_ha": -12118.6349,
  "homo_lumo_gap_ha": [0.21713, 0.21107],
  "relative_energy_kj_mol": 101.1,
  "charge": -2,
  "multiplicity": 2,
  "symbols": ["Ni", "F", "As", "F", "F", "F", "F", "F", "C", "C", "C", "C", "C", "C", "N", "H", "H", "H", "H", "H", "H", "H", "H", "C", "Ge", "C", "C", "C", "Se", "C", "H", "H", "H", "H", "H", "H", "H", "H", "H", "H", "H", "H", "H", "H", "C", "Ge", "C", "C", "C", "C", "C", "C", "C", "C", "C", "C", "C", "C", "C", "C", "C", "C", "C", "C", "H", "H", "H", "H", "H", "H", "H", "H", "H", "H", "H", "H", "H", "H", "H"],
  "coordinates": [[-1.02712, 0.58274, 1.26786], [0.32922, 1.72811, 0.89866], [-1.90407, 4.21574, 1.25533], [-1.36902, 4.64858, -0.48974], [-3.48113, 3.47725, 0.58769], [-2.73674, 5.76888, 1.22660], [-2.48062, 4.10728, 3.00292], [-0.38838, 5.10593, 1.85421], [-3.20981, 1.31049, 3.26016], [-3.20211, -0.13139, 2.88377], [-4.03467, -1.15641, 3.26718], [-3.61139, -2.31649, 2.56142], [-2.53831, -1.94375, 1.78514], [-1.74210, -2.79697, 0.86203], [-2.28258, -0.60699, 1.97753], [-3.87863, 1.48975, 4.10430], [-3.55092, 1.95374, 2.44483], [-2.22604, 1.68409, 3.55765], [-4.85935, -1.06780, 3.95997], [-4.03657, -3.30984, 2.60537], [-2.06443, -3.83797, 0.95376], [-0.67217, -2.76981, 1.10095], [-1.83877, -2.49338, -0.18190], [-0.46610, -0.04668, -4.61605], [-2.11597, -1.02731, -4.25998], [-2.92291, -1.53657, -5.98270], [-1.64928, -2.65473, -3.28842], [-3.39619, 0.00024, -3.20804], [-2.60708, 0.54577, -1.49959], [-1.74051, 2.17138, -2.11718], [0.21093, -0.66918, -5.20509], [0.02126, 0.20752, -3.67366], [-0.65506, 0.87783, -5.16315], [-2.23519, -2.13308, -6.58546], [-3.19397, -0.64491, -6.55144], [-3.82942, -2.12179, -5.81614], [-0.97901, -3.28165, -3.88001], [-2.53861, -3.23417, -3.03417], [-1.14708, -2.37697, -2.36167], [-4.26401, -0.62071, -2.97902], [-3.75937, 0.89054, -3.72357], [-1.36450, 2.01959, -3.12531], [-0.91948, 2.38414, -1.43352], [-2.43847, 3.00120, -2.04843], [0.09748, -0.45597, 0.59613], [2.01807, -0.12740, 0.93990], [2.17628, 0.37375, 2.81271], [1.91927, -0.63733, 3.74071], [1.84097, -0.36265, 5.09837], [2.01658, 0.93687, 5.55035], [2.26716, 1.95402, 4.64165], [2.34003, 1.67494, 3.28317], [3.02050, -1.79038, 0.69279], [2.41586, -2.98581, 0.31302], [3.16469, -4.14709, 0.14926], [4.53353, -4.12548, 0.36646], [5.15285, -2.94027, 0.74370], [4.40083, -1.78530, 0.90399], [2.58869, 1.07098, -0.47842], [2.72969, 2.45098, -0.35168], [2.94394, 3.24565, -1.46730], [3.00603, 2.67547, -2.73142], [2.86314, 1.30463, -2.87561], [2.65428, 0.51155, -1.75450], [1.76341, -1.65761, 3.40340], [1.61882, -1.15950, 5.79790], [1.93515, 1.16072, 6.60742], [2.37472, 2.97585, 4.98351], [2.49284, 2.49417, 2.59658], [1.34650, -3.01503, 0.13411], [2.67274, -5.06530, -0.14913], [5.11813, -5.02953, 0.24138], [6.22326, -2.91796, 0.91302], [4.89980, -0.86686, 1.19624], [2.62604, 2.93206, 0.60841], [3.01811, 4.31926, -1.35027], [3.13714, 3.30397, -3.60427], [2.88838, 0.85198, -3.86018], [2.53084, -0.55963, -1.88454]],
  "forces_ev_per_angstrom": [[-0.2, 0.2, 0.7], [-0.3, 1.3, 0.1], [-0.5, 2.6, -0.4], [-0.2, -0.6, 1.1], [1.0, 0.0, 0.4], [0.2, -0.4, 0.0], [0.4, -0.3, -0.8], [-0.7, -0.8, -0.3], [-0.1, 0.1, 0.0], [0.2, -0.3, -0.2], [-0.2, 0.0, 0.1], [-0.1, -0.1, 0.1], [0.1, 0.4, 0.0], [0.2, -0.3, 0.0], [-0.4, -0.1, 0.2], [0.0, 0.0, 0.0], [0.0, -0.1, 0.0], [0.1, -0.1, 0.0], [0.0, 0.0, 0.0], [0.0, 0.0, 0.0], [-0.1, 0.0, 0.0], [-0.1, 0.0, 0.0], [0.0, 0.1, 0.0], [0.0, 0.1, 0.0], [0.0, -0.1, 0.1], [-0.1, 0.0, -0.1], [0.0, 0.0, 0.0], [-0.1, 0.2, -0.1], [0.0, -0.2, 0.1], [-0.1, 0.0, 0.2], [0.0, 0.0, 0.0], [0.0, 0.0, 0.0], [0.0, 0.0, 0.0], [0.0, 0.0, 0.0], [0.0, 0.0, 0.0], [0.0, 0.0, 0.0], [0.0, 0.0, 0.0], [0.0, 0.0, 0.0], [0.0, 0.0, 0.0], [0.0, 0.0, 0.0], [0.0, 0.0, 0.0], [0.0, 0.1, 0.0], [0.0, -0.1, -0.1], [0.0, 0.0, -0.1], [1.0, -1.7, -1.2], [-1.2, 0.3, 0.2], [0.3, 0.0, 0.2], [0.1, 0.0, 0.1], [0.0, 0.0, 0.0], [0.0, 0.0, 0.1], [0.0, 0.0, 0.0], [0.0, 0.0, 0.1], [0.2, -0.1, 0.1], [0.0, -0.1, 0.0], [0.0, 0.1, 0.0], [0.0, 0.0, 0.0], [0.0, 0.0, 0.0], [0.0, -0.2, 0.0], [0.2, -0.1, -0.2], [0.1, 0.0, -0.1], [0.0, 0.0, 0.0], [0.0, 0.0, -0.1], [0.0, 0.0, 0.0], [0.2, 0.0, 0.0], [0.0, 0.0, 0.0], [0.0, 0.0, 0.0], [0.0, 0.0, 0.0], [0.0, 0.0, 0.0], [0.0, 0.0, 0.0], [0.0, 0.1, 0.0], [0.0, 0.0, 0.0], [0.0, 0.0, 0.0], [0.0, 0.0, 0.0], [0.0, 0.0, 0.0], [-0.1, 0.0, 0.0], [0.0, 0.0, 0.0], [0.0, 0.0, 0.0], [0.0, 0.0, 0.0], [0.0, 0.0, 0.0]]
}